[1]
The following is a DFT calculation (the ωB97M-V functional and the def2-TZVPD basis) of a molecular structure, C31H56IrN3Sb.

**Frontier orbital gap (alpha / beta)**: 6.9831 / 7.3284 eV
**Charge**: +2
**2S+1**: 2
**Calculated total energy**: -46885.155 eV

The geometry in XYZ format:
```
92
C31H56IrN3Sb (the ωB97M-V functional and the def2-TZVPD basis)
C -0.58141 3.52724 -0.72436
H -0.21768 -1.86896 2.37437
H 2.83549 -4.00732 -1.21937
C 1.92409 -4.04017 -0.62454
H -2.26834 3.16153 -3.74959
C -5.27756 2.76517 -2.04812
C -3.20828 3.47538 -3.29204
H 2.66268 1.17681 -2.22910
H -4.74917 -0.94152 -1.72134
H 1.15885 -3.42705 -1.11264
H -3.34349 0.88854 -4.24472
H -3.10173 4.52742 -0.33379
H 0.16853 2.79087 -1.02571
C 2.82523 0.10268 1.35490
C 3.45758 -0.14851 0.09935
H -3.59116 3.50557 1.02885
C 2.47273 -2.15180 0.93214
H 3.23859 2.62410 -0.15488
H 3.54919 -2.07311 -1.04871
Ir 1.37867 -0.60206 -0.04599
H 4.28484 -4.08871 0.79468
H 4.86563 2.85348 -0.78319
C -2.73622 3.94067 0.50841
C -0.02128 -0.71183 -2.65850
C -3.97949 -1.31604 -1.04768
C -4.72758 0.25894 0.76001
C 0.11542 -1.36662 3.27865
H 2.91240 0.50006 4.09345
H 1.56995 -5.06947 -0.65215
C 1.85416 0.26021 3.98027
Sb -2.66424 1.39064 -1.18535
H 6.31058 0.89270 -1.40215
C 3.21188 -1.54626 -0.17160
H -0.00437 -3.66924 1.17993
H 2.06730 -2.06403 5.18013
H 3.46971 -1.94862 4.12319
H -5.53131 0.60843 0.11297
N -0.19833 -2.84447 -5.42464
H -2.85184 -1.89532 1.16361
C -3.53132 -0.26736 -0.03032
H 0.83338 -5.17047 1.53853
H -5.88255 3.25035 -2.82018
H 4.65170 2.21088 0.83763
H -5.13093 -0.56042 1.36259
C 2.39565 -2.14110 4.14394
H -1.49560 -0.98492 0.51861
H 0.92287 -3.83991 2.67506
H -0.08252 4.28032 -0.10788
H 1.35832 1.07069 3.44158
H 3.25514 -5.44936 1.23012
C 3.69604 0.82611 -2.20306
C -2.50901 -0.88423 0.92859
H -4.45592 1.06162 1.44801
H 2.77819 1.06938 1.82611
N -0.41031 -1.04551 -3.75251
H 2.22703 -3.16345 3.81720
C 3.39631 -4.37641 1.35884
H 4.30204 1.51264 -2.79317
H -3.82033 3.92123 -4.08037
H -0.58726 2.97823 1.90575
H -3.14877 -1.69513 -1.64727
H 3.58772 -4.18698 2.41325
C 2.25534 -1.09005 1.91099
H -4.84827 0.42561 -3.42495
H 6.11828 0.19499 0.20359
H 3.74766 -0.15309 -2.68298
H -0.94376 4.02934 -1.62186
H -4.40869 -2.16325 -0.50755
N 0.24389 -0.23239 -1.57906
H -1.89591 1.80492 1.98078
H -0.42886 -0.42459 3.35406
H -5.86620 1.93505 -1.65816
H -2.25570 4.63638 1.20248
H -3.00593 4.25975 -2.56224
H -0.18227 -1.98420 4.12590
H -5.11930 3.49586 -1.25431
H -4.84132 1.75248 -4.57384
C 2.14572 -3.63772 0.84619
H -2.43585 -0.34161 1.86839
C 1.63468 -1.10276 3.30463
C -4.25899 1.26674 -3.78679
H 1.41923 0.22595 4.97862
C -1.12721 2.22092 1.33026
C 5.68500 0.23742 -0.79639
C 4.24486 2.19742 -0.17448
C 4.24835 0.79098 -0.77378
H -0.41170 1.42402 1.09005
C -1.70587 2.89233 0.09158
C -3.98349 2.30210 -2.70305
C -0.28576 -2.00262 -4.64538
C 0.90584 -4.08636 1.61849
H 5.72633 -0.75910 -1.23701
```

The molecule's Mulliken atomic charges, reported in e, are given here: number 1, C, carries -1.6103; number 2, H, carries -0.0728; number 3, H, carries 0.4273; number 4, C, carries -1.7381; number 5, H, carries 0.3926; number 6, C, carries -1.5189; number 7, C, carries -1.8084; number 8, H, carries 0.1443; number 9, H, carries 0.4119; number 10, H, carries 0.2947; number 11, H, carries 0.3691; number 12, H, carries 0.3340; number 13, H, carries 0.2407; number 14, C, carries -0.2414; number 15, C, carries -0.8916; number 16, H, carries 0.3673; number 17, C, carries -0.1554; number 18, H, carries 0.2691; number 19, H, carries 0.5211; number 20, Ir, carries 0.7885; number 21, H, carries 0.3575; number 22, H, carries 0.4451; number 23, C, carries -1.6373; number 24, C, carries 0.8220; number 25, C, carries -1.7990; number 26, C, carries -1.5123; number 27, C, carries -1.3248; number 28, H, carries 0.4399; number 29, H, carries 0.4749; number 30, C, carries -2.1683; number 31, Sb, carries 0.8485; number 32, H, carries 0.4714; number 33, C, carries -0.6342; number 34, H, carries 0.2782; number 35, H, carries 0.5084; number 36, H, carries 0.3806; number 37, H, carries 0.3511; number 38, N, carries -0.3905; number 39, H, carries 0.7308; number 40, C, carries 1.6637; number 41, H, carries 0.5483; number 42, H, carries 0.5088; number 43, H, carries 0.4090; number 44, H, carries 0.4691; number 45, C, carries -1.6550; number 46, H, carries 0.1037; number 47, H, carries 0.2576; number 48, H, carries 0.5043; number 49, H, carries 0.3422; number 50, H, carries 0.5100; number 51, C, carries -1.3903; number 52, C, carries -2.1117; number 53, H, carries 0.3428; number 54, H, carries 0.7933; number 55, N, carries -0.4868; number 56, H, carries 0.3227; number 57, C, carries -1.6297; number 58, H, carries 0.5046; number 59, H, carries 0.5237; number 60, H, carries 0.7611; number 61, H, carries 0.3485; number 62, H, carries 0.2814; number 63, C, carries -0.2110; number 64, H, carries 0.3523; number 65, H, carries 0.4076; number 66, H, carries 0.3216; number 67, H, carries 0.3576; number 68, H, carries 0.5236; number 69, N, carries -0.3235; number 70, H, carries 0.3503; number 71, H, carries 0.3446; number 72, H, carries 0.3313; number 73, H, carries 0.4880; number 74, H, carries 0.3338; number 75, H, carries 0.3387; number 76, H, carries 0.2981; number 77, H, carries 0.4828; number 78, C, carries 2.0361; number 79, H, carries 0.3524; number 80, C, carries 2.5851; number 81, C, carries -1.5675; number 82, H, carries 0.4519; number 83, C, carries -2.3182; number 84, C, carries -1.7697; number 85, C, carries -1.7699; number 86, C, carries 2.1070; number 87, H, carries 0.3938; number 88, C, carries 1.6218; number 89, C, carries 1.2853; number 90, C, carries 0.4487; number 91, C, carries -1.6977; number 92, H, carries 0.3581

=====

[2]
The following is a DFT calculation (the ωB97M-V functional and the def2-TZVPD basis) of 4 unconnected molecules or ions with the total composition C31H57BrFI4N7O5P at a distorted geometry.

**Frontier orbital gap**: 7.2262 eV
**Charge**: +1
**Calculated total energy**: -168177.314 eV

The geometry in XYZ format:
```
107
C31H57BrFI4N7O5P (the ωB97M-V functional and the def2-TZVPD basis)
H 3.34003 -4.58449 1.24382
H 1.69167 -0.48849 4.79644
C 1.98370 -2.21042 1.34977
H -5.22126 0.36210 -6.93117
H -4.93756 -0.24684 0.68180
C 2.94844 -2.68510 0.25848
H 1.04253 -2.60936 -2.67221
O 4.37559 -0.84444 2.33654
H 2.78415 2.41414 3.45611
N 0.21152 0.40067 2.52300
H -7.13358 2.83112 -0.82442
I -3.15184 0.86456 2.88243
C -4.85529 1.09730 -4.29372
H -1.81604 -1.10288 1.74158
C 8.51140 -5.71532 0.37046
C -6.99387 5.11929 1.56935
C 0.46115 -1.77266 -3.05900
H -0.84145 -1.35916 3.28044
H 2.61799 -2.35603 -0.72732
H 0.84767 1.31728 -1.86782
H 0.51365 -2.26160 -0.59979
C 3.95538 0.27088 2.33589
H -4.74959 1.95950 -7.51788
I -3.23308 -2.44847 -0.06597
N 2.44727 1.50562 3.75720
C 8.01552 -4.05395 -1.23948
H -8.39697 3.54898 1.08592
H -2.66106 2.25149 0.40684
H -2.49073 4.45671 1.11634
C 0.87980 -1.11132 4.44088
C -0.53386 0.48559 1.19278
C 0.87971 -2.39893 4.85838
H 2.47814 -4.74027 -0.32323
H 6.94157 -6.93936 -0.54132
H 4.17757 -4.37421 -0.26577
C -4.75314 1.30666 -6.64718
H -6.55070 1.81333 -5.47565
H 0.41890 2.38138 0.38166
Br 0.54418 -3.52428 1.65168
H -0.86135 0.06342 4.28787
C -0.23821 -0.51880 3.60524
H -7.47455 5.29976 2.52881
H 8.60343 -5.98705 1.42038
O 6.21436 1.40280 3.87512
O -3.52262 0.76914 -4.69948
N 2.59480 0.58703 2.71039
H 3.50498 1.49718 -0.27080
C -1.97172 -0.09977 1.36652
H -4.86415 4.74485 1.90642
H 9.22877 -6.30917 -0.19884
C 5.38954 1.94296 3.22794
H 5.43092 1.18384 1.36656
H -6.57935 4.47879 -1.17568
H 2.36255 -0.31117 -1.55663
H -5.93500 3.43533 2.44344
H -0.79690 -0.19454 -2.20486
N 4.73340 1.42659 2.06337
C -5.78442 4.20441 1.67724
C 8.72816 -4.22874 0.09561
H -2.34520 0.05163 -0.82963
C 1.51579 0.06526 2.18649
H -1.38989 -1.79096 -2.11073
H -0.12643 -2.06422 -3.92468
O -5.64230 3.55467 0.40991
C -1.71123 2.67887 0.12054
H 1.80358 -2.96921 4.80634
N 1.50049 -0.85522 1.16048
N -0.06269 -1.43507 -0.58597
H -5.21239 2.95667 -5.33065
C -5.46655 1.89945 -5.43396
I -0.30603 3.30836 2.71154
C -3.35769 1.05671 -6.09315
H 2.54883 -2.21776 2.27485
I -1.63956 2.40537 -2.04387
H -2.85117 0.21990 -6.57462
H -6.70220 6.08334 1.14780
O 6.94122 -4.99898 -1.25101
C -1.90582 4.20416 0.23698
C -6.82229 3.77414 -0.37370
H 6.34936 -5.70619 0.58789
H -5.40510 0.16526 -4.12406
H -2.50507 4.52479 -0.61291
C 0.48955 -0.37848 0.21344
H 8.23639 -3.63086 0.86707
H -4.81708 1.65290 -3.35431
H 7.61167 -3.04992 -1.37896
H -4.31539 1.35116 0.09131
H -8.59872 4.97479 0.06385
F 4.95174 3.16098 3.52039
C -2.82414 -0.29951 0.07268
H -2.72757 1.94748 -6.19167
H 3.91341 -2.20974 0.43351
C -4.25521 0.26700 0.01355
H -0.96854 4.74874 0.16649
H 0.02163 -2.88384 5.31345
C -7.86522 4.35365 0.57403
H 9.77595 -3.93691 0.05638
P 1.61116 0.67147 -0.89810
H -4.60952 0.02378 -0.99172
H 1.16228 -1.00533 -3.39496
H 2.92680 1.17462 4.58757
C -0.47815 -1.20394 -1.98135
H 8.68264 -4.27744 -2.07778
N 2.52570 1.71351 -0.13828
C 7.10628 -5.92626 -0.17477
C -0.50035 2.09078 0.88346
C 3.22685 -4.18547 0.23639
```

Results of the Mulliken charge analysis, in e, for atoms 1 through 99: number 1, H, carries 0.4203; number 2, H, carries 0.2683; number 3, C, carries -2.0199; number 4, H, carries 0.2656; number 5, H, carries 0.5508; number 6, C, carries 0.8508; number 7, H, carries 0.2754; number 8, O, carries -0.4605; number 9, H, carries 0.3628; number 10, N, carries 1.1372; number 11, H, carries 0.2548; number 12, I, carries 0.1460; number 13, C, carries 0.0714; number 14, H, carries 1.1204; number 15, C, carries -0.5560; number 16, C, carries -0.6124; number 17, C, carries -1.3875; number 18, H, carries 0.2605; number 19, H, carries -0.0695; number 20, H, carries 0.0463; number 21, H, carries 0.2497; number 22, C, carries -0.2305; number 23, H, carries 0.3437; number 24, I, carries 0.0428; number 25, N, carries -0.6921; number 26, C, carries -0.3528; number 27, H, carries 0.2853; number 28, H, carries -0.6473; number 29, H, carries 0.4472; number 30, C, carries -0.3226; number 31, C, carries 2.5628; number 32, C, carries -0.9161; number 33, H, carries 0.3431; number 34, H, carries 0.3229; number 35, H, carries 0.4536; number 36, C, carries -0.5894; number 37, H, carries 0.3675; number 38, H, carries 0.5352; number 39, Br, carries 0.0328; number 40, H, carries 0.6660; number 41, C, carries -0.4452; number 42, H, carries 0.3589; number 43, H, carries 0.3346; number 44, O, carries -0.3826; number 45, O, carries -0.3149; number 46, N, carries 1.8801; number 47, H, carries 0.3157; number 48, C, carries -1.9559; number 49, H, carries 0.1628; number 50, H, carries 0.2587; number 51, C, carries 0.3706; number 52, H, carries 0.4350; number 53, H, carries 0.2731; number 54, H, carries 0.0762; number 55, H, carries 0.2468; number 56, H, carries -0.1940; number 57, N, carries -0.0722; number 58, C, carries -0.3094; number 59, C, carries -0.4675; number 60, H, carries -0.1136; number 61, C, carries -2.8628; number 62, H, carries 0.3168; number 63, H, carries 0.4349; number 64, O, carries -0.2878; number 65, C, carries 1.2112; number 66, H, carries 0.2676; number 67, N, carries 1.5472; number 68, N, carries 0.4610; number 69, H, carries 0.2749; number 70, C, carries -0.5695; number 71, I, carries 0.0809; number 72, C, carries -0.4493; number 73, H, carries 1.0265; number 74, I, carries 0.0817; number 75, H, carries 0.2793; number 76, H, carries 0.2830; number 77, O, carries -0.4041; number 78, C, carries -1.8444; number 79, C, carries -0.4077; number 80, H, carries 0.1681; number 81, H, carries 0.1977; number 82, H, carries 0.5549; number 83, C, carries -0.0233; number 84, H, carries 0.1908; number 85, H, carries -0.1255; number 86, H, carries 0.2347; number 87, H, carries 0.1669; number 88, H, carries 0.3467; number 89, F, carries -0.2036; number 90, C, carries 0.4117; number 91, H, carries 0.2718; number 92, H, carries 0.3276; number 93, C, carries -1.8443; number 94, H, carries 0.3828; number 95, H, carries 0.2965; number 96, C, carries -0.6134; number 97, H, carries 0.3488; number 98, P, carries -0.2807; number 99, H, carries 0.6129